1) The following is a quantum chemistry calculation of a cluster of 12 separate species, C46H120N8O12 in total, from OMol25.

Calculated values
SMILES = CC1(C)CCCC(C)(C)N1O.CC1(C)CCCC(C)(C)N1O.COC[C@H](C)N.COC[C@H](C)N.COC[C@H](C)N.COC[C@H](C)N.COC[C@H](C)N.COC[C@H](C)N.CO.CO.CO.CO
Gap between HOMO and LUMO = 0.3257 Eh
E_LUMO = 0.0131 Ha

Geometry as ORCA input:
```
! RIJCOSX wB97M-V def2-TZVPD def2/J DEFGRID3
* xyz 0 1
C 2.55938 5.32772 3.48037
C 2.28049 3.80969 3.43727
C 1.11181 3.56735 2.47577
C 3.59265 3.18068 2.93624
C 3.66459 1.65921 3.08243
C 3.39734 1.34422 4.56858
C 2.07615 1.87099 5.10963
C 0.96715 1.01360 4.51161
C 2.16244 1.73054 6.61720
N 2.02905 3.31518 4.79917
O 0.87463 3.90025 5.38294
H 1.73115 5.79707 4.02479
H 3.47975 5.64823 3.95792
H 2.40424 5.68624 2.46169
H 0.33588 4.32212 2.62957
H 1.43727 3.59761 1.43501
H 0.59848 2.62174 2.64241
H 3.79722 3.41329 1.88928
H 4.36821 3.64647 3.54717
H 2.99890 1.14845 2.38248
H 4.66654 1.30414 2.83228
H 4.26809 1.71468 5.11692
H 3.47850 0.25759 4.67880
H 0.78799 0.06894 5.03485
H 1.10685 0.69109 3.47738
H -0.00833 1.51143 4.53406
H 2.26042 0.69584 6.94929
H 1.22440 2.00135 7.12234
H 2.88937 2.41795 7.04726
H 1.25183 4.49179 6.04404
C 1.97985 -1.08891 -2.24680
C 0.93261 -0.58588 -1.25285
C -0.32710 -1.47147 -1.49591
C 1.45975 -0.85848 0.14895
C 0.60350 -0.30804 1.30565
C 0.34232 1.17014 1.01706
C -0.01381 1.65625 -0.39076
C -1.52513 1.58914 -0.65151
C 0.39988 3.11279 -0.46878
N 0.72765 0.85375 -1.37068
O 0.62162 1.33451 -2.68203
H 2.77220 -0.34095 -2.33144
H 2.38995 -2.06166 -1.97825
H 1.57996 -1.21108 -3.25762
H -0.99203 -1.48860 -0.62612
H -0.85942 -1.31231 -2.43341
H 0.00407 -2.51692 -1.48776
H 1.66129 -1.92195 0.30057
H 2.42304 -0.35441 0.29070
H -0.29871 -0.91056 1.44840
H 1.22220 -0.41635 2.19736
H 1.30673 1.59781 1.32384
H -0.33070 1.59415 1.76951
H -1.92935 0.57448 -0.59545
H -1.80787 2.00148 -1.62256
H -2.10870 2.13508 0.09613
H 1.45053 3.31582 -0.24295
H -0.07999 3.71089 0.31316
H 0.14314 3.53413 -1.44059
H -0.20977 0.97314 -3.04921
C -2.47698 4.99364 1.29202
O -2.72292 4.55678 -0.05727
C -4.06891 4.74689 -0.44219
C -4.40153 3.87679 -1.66400
C -3.39543 4.14234 -2.76884
N -5.78559 4.06980 -2.14819
H -1.53512 4.47134 1.48211
H -3.18651 4.51819 1.96758
H -2.31673 6.06892 1.33552
H -4.73640 4.49227 0.38904
H -4.23499 5.79063 -0.74244
H -4.39300 2.80531 -1.44069
H -3.23644 5.20558 -2.95838
H -3.70728 3.64329 -3.68672
H -2.42863 3.72556 -2.47945
H -6.39910 3.84295 -1.37064
H -5.91479 5.05680 -2.36157
C 3.09437 -6.51008 -2.58705
O 1.87455 -5.89962 -2.90623
C 1.73245 -5.43891 -4.24647
C 0.72862 -4.31827 -4.26614
C -0.55891 -4.67821 -3.48627
N 0.38200 -4.00237 -5.66910
H 3.18836 -7.44617 -3.14670
H 3.10232 -6.77683 -1.52936
H 3.97242 -5.86768 -2.70477
H 2.71130 -5.12107 -4.62290
H 1.46110 -6.32502 -4.83610
H 1.12918 -3.44947 -3.73721
H -1.37380 -3.96099 -3.50860
H -0.30626 -4.92703 -2.45003
H -0.89393 -5.65665 -3.85421
H -0.19948 -3.16358 -5.62146
H -0.23540 -4.77923 -5.89461
C -2.53759 -6.05577 3.14432
O -2.65934 -5.21807 2.01604
C -2.85682 -3.84758 2.29462
C -3.26479 -3.14605 1.01804
C -3.30706 -1.62640 1.20583
N -4.59521 -3.55040 0.53605
H -3.34465 -5.99862 3.87876
H -1.56216 -5.98704 3.63124
H -2.60083 -7.05732 2.71480
H -3.53943 -3.73548 3.14660
H -1.90739 -3.41759 2.65213
H -2.54973 -3.36261 0.22148
H -2.25481 -1.31702 1.21703
H -3.68856 -1.32706 2.18249
H -3.77210 -1.14124 0.35419
H -4.79701 -4.54756 0.63834
H -5.30513 -3.18635 1.17312
C 0.70694 -4.68049 1.48874
O 1.93209 -4.00935 1.63986
C 2.83929 -4.38683 0.62938
C 4.11996 -3.60466 0.71167
C 5.11197 -4.02485 -0.39753
N 4.85064 -3.77353 1.97802
H 0.84853 -5.75770 1.37214
H 0.15509 -4.31613 0.60780
H 0.04236 -4.40489 2.30639
H 2.96524 -5.47995 0.57472
H 2.34949 -4.26527 -0.35262
H 3.89636 -2.52984 0.66721
H 4.72699 -3.69849 -1.37136
H 5.19714 -5.10711 -0.39285
H 5.99711 -3.40772 -0.26439
H 4.20555 -3.56274 2.74372
H 5.47375 -2.97171 2.10298
C -3.77772 1.32563 -3.75309
O -2.63550 0.55768 -4.04628
C -2.04484 0.78310 -5.30200
C -1.01564 -0.28228 -5.63302
C -0.50429 -0.19062 -7.05572
N -1.54121 -1.69229 -5.44814
H -4.49173 1.21832 -4.57680
H -3.60917 2.38618 -3.55573
H -4.23802 0.87140 -2.87704
H -2.80748 0.79893 -6.09290
H -1.51348 1.74330 -5.29232
H -0.18568 -0.14163 -4.93101
H 0.27661 -0.91949 -7.26566
H -0.13556 0.81958 -7.25525
H -1.26978 -0.36815 -7.81841
H -2.11928 -1.72787 -6.29316
H -2.26360 -1.57376 -4.72936
C -4.01654 2.08822 2.12700
O -4.08416 2.82215 3.32359
C -3.09189 2.36161 4.22648
C -2.74170 3.40956 5.29318
C -2.28497 4.75175 4.75227
N -1.82644 2.88792 6.29380
H -4.90544 2.36731 1.55831
H -4.06783 1.00988 2.31141
H -3.13345 2.29621 1.51245
H -3.46977 1.44494 4.68907
H -2.12746 2.12571 3.75437
H -3.69618 3.59721 5.79761
H -2.30107 5.46314 5.57754
H -3.03905 5.09186 4.04111
H -1.33060 4.77319 4.22715
H -1.89555 1.91048 6.54102
H -0.85960 3.06370 6.03158
C 4.29499 -0.25505 -5.17121
O 4.25202 -0.70689 -6.52324
H 4.81198 -0.98832 -4.54141
H 4.96734 0.59780 -5.15204
H 3.28278 -0.10494 -4.80230
H 3.82533 -1.56342 -6.59829
C -4.14599 -2.17956 -2.41792
O -5.06191 -3.24322 -2.23688
H -4.17884 -1.86711 -3.46236
H -4.41607 -1.39270 -1.70577
H -3.12002 -2.53863 -2.25365
H -4.84704 -3.56785 -1.33287
C 3.15711 3.24908 -3.71871
O 3.38995 2.19067 -2.78975
H 2.90441 2.84112 -4.70035
H 2.36775 3.90995 -3.34720
H 4.08080 3.82681 -3.74262
H 2.52868 1.76553 -2.66516
C 4.61356 -0.27839 2.66361
O 5.64142 -1.19172 3.05382
H 4.84325 0.41219 1.84810
H 3.73895 -0.82335 2.31228
H 4.37578 0.28847 3.56441
H 6.36721 -0.69726 3.44439
*
```

2) The following is a quantum chemistry calculation of a cluster of 12 separate species, C46H120N8O12 in total, from OMol25.

Calculated values
SMILES = CC1(C)CCCC(C)(C)N1O.CC1(C)CCCC(C)(C)N1O.COC[C@H](C)N.COC[C@H](C)N.COC[C@H](C)N.COC[C@H](C)N.COC[C@H](C)N.COC[C@H](C)N.CO.CO.CO.CO
Gap between HOMO and LUMO = 0.2992 Eh
E_LUMO = 0.0034 Ha

Geometry as ORCA input:
```
! RIJCOSX wB97M-V def2-TZVPD def2/J DEFGRID3
* xyz 0 1
C 11.42243 -25.93634 28.02506
C 11.03973 -27.46090 27.96939
C 11.91880 -28.06255 26.84675
C 11.38215 -28.07521 29.37655
C 10.74532 -29.33712 29.98146
C 9.29443 -29.36115 29.54570
C 8.93629 -28.93711 28.07037
C 9.21780 -30.09644 27.08382
C 7.42850 -28.64577 28.09554
N 9.62636 -27.70298 27.69232
O 9.15011 -27.14304 26.50125
H 12.46892 -25.66005 28.15404
H 11.10644 -25.44146 27.10672
H 10.95994 -25.31742 28.79392
H 12.77130 -28.63295 27.21550
H 11.46193 -28.64874 26.04941
H 12.56565 -27.36021 26.32101
H 12.43746 -28.23823 29.59531
H 11.07291 -27.31026 30.08882
H 11.26920 -30.24262 29.67535
H 10.80165 -29.07702 31.03848
H 8.68639 -28.82973 30.27780
H 8.99602 -30.40923 29.52153
H 9.09898 -29.72048 26.06763
H 8.47741 -30.87580 27.26412
H 10.18161 -30.59564 27.18362
H 7.00686 -29.36906 28.79352
H 7.00311 -28.68045 27.09257
H 7.19809 -27.62654 28.40565
H 8.40349 -26.56827 26.68503
C 6.50668 -34.42302 32.28482
C 5.87838 -35.30650 33.32525
C 4.72386 -36.14239 32.64108
C 6.85985 -36.37027 33.95648
C 7.77448 -35.87115 35.05121
C 7.07387 -35.02970 36.11875
C 6.16292 -33.97506 35.49395
C 5.40476 -33.54427 36.74081
C 6.91497 -32.69525 35.04870
N 5.27795 -34.54776 34.43536
O 4.31132 -33.68514 34.03647
H 5.82034 -33.75351 31.76637
H 7.38189 -33.94604 32.72593
H 6.85912 -34.96595 31.40783
H 4.47904 -36.96273 33.31577
H 3.87626 -35.47517 32.48458
H 4.90912 -36.51609 31.63405
H 6.30105 -37.17386 34.43615
H 7.55631 -36.83751 33.26026
H 8.10397 -36.71323 35.65985
H 8.56677 -35.22195 34.67848
H 7.91934 -34.53405 36.59584
H 6.61067 -35.78695 36.75130
H 4.74018 -32.69649 36.57435
H 6.14538 -33.37585 37.52261
H 4.76401 -34.28955 37.21210
H 6.31832 -32.17802 34.29732
H 7.89934 -32.73211 34.58205
H 7.05933 -31.99693 35.87309
H 3.50513 -34.07434 34.38313
C 17.90750 -19.40142 28.00721
O 17.19156 -20.41637 27.42783
C 17.72574 -20.62133 26.11727
C 17.27198 -21.99271 25.75644
C 17.88833 -23.16706 26.51309
N 17.46975 -22.17750 24.37537
H 17.53786 -19.30878 29.02843
H 17.69115 -18.46546 27.49217
H 18.97845 -19.59422 28.07050
H 17.51850 -19.76976 25.46920
H 18.80827 -20.62149 26.24466
H 16.19861 -22.18129 25.73647
H 18.96188 -23.26660 26.35280
H 17.48031 -24.10938 26.14750
H 17.67584 -23.16709 27.58218
H 16.96699 -21.48464 23.83938
H 17.02846 -23.07155 24.21402
C -3.10048 -25.23886 30.69604
O -2.51329 -25.63387 29.46059
C -1.19297 -26.22139 29.57542
C -0.70274 -26.69963 28.11210
C 0.64721 -27.32836 28.08268
N -0.73822 -25.53544 27.30783
H -2.40882 -24.70717 31.34951
H -3.12850 -26.10440 31.35797
H -3.98313 -24.60525 30.60914
H -0.42504 -25.56902 29.99111
H -1.10451 -27.04504 30.28385
H -1.31846 -27.46916 27.64647
H 1.11139 -27.22335 27.10207
H 0.61137 -28.40420 28.25410
H 1.34488 -26.80568 28.73702
H -1.69476 -25.26528 27.48711
H -0.28643 -24.78500 27.81064
C 8.18339 -21.90798 36.39253
O 9.35722 -22.22550 35.65427
C 9.69484 -23.49876 35.95971
C 11.15922 -23.67732 35.64727
C 11.56757 -23.24430 34.25076
N 11.69239 -24.97334 35.95237
H 8.28907 -21.99179 37.47415
H 7.29599 -22.52154 36.23706
H 7.93844 -20.85319 36.26781
H 9.51172 -23.92998 36.94389
H 9.22040 -24.05944 35.15431
H 11.64757 -22.91164 36.25003
H 12.63614 -23.19335 34.04183
H 11.20665 -22.22546 34.10995
H 11.06012 -23.78588 33.45246
H 11.40961 -25.60922 35.22040
H 12.68724 -25.11668 35.85324
C 11.92445 -35.47326 28.55214
O 12.38119 -36.67020 27.94206
C 11.78850 -37.83613 28.53957
C 12.34197 -39.08670 27.90870
C 11.73051 -39.38534 26.53333
N 12.20982 -40.25295 28.73939
H 10.93694 -35.16465 28.20908
H 12.66318 -34.69588 28.35707
H 11.82090 -35.36598 29.63190
H 12.01117 -37.75449 29.60345
H 10.70166 -37.88809 28.47493
H 13.36378 -38.82447 27.63439
H 12.19414 -40.31830 26.21283
H 11.73834 -38.58326 25.79528
H 10.66247 -39.53828 26.68825
H 12.11491 -41.10137 28.19969
H 13.09036 -40.44285 29.19623
C 7.54873 -31.27187 20.66490
O 8.09631 -29.95813 20.13374
C 8.45028 -28.96080 21.07419
C 8.69809 -27.64161 20.26865
C 9.00588 -26.48943 21.27304
N 7.54802 -27.15055 19.48905
H 8.11667 -31.67083 21.50536
H 7.50485 -31.99752 19.85273
H 6.53547 -31.04600 20.99714
H 7.63540 -28.79463 21.77879
H 9.27592 -29.26118 21.71931
H 9.53390 -27.80370 19.58803
H 8.14237 -26.49044 21.93822
H 9.01466 -25.53650 20.74394
H 9.89216 -26.69756 21.87245
H 7.20891 -27.87261 18.86960
H 7.84496 -26.35783 18.93812
C 17.66380 -29.50723 23.19587
O 16.59992 -29.09174 22.36204
C 16.98462 -28.05710 21.42764
C 15.78555 -27.33719 20.83090
C 15.98093 -26.63862 19.43321
N 15.17883 -26.43269 21.78790
H 17.77658 -28.57395 23.74756
H 18.63046 -29.58819 22.69875
H 17.32948 -30.26057 23.90917
H 17.79532 -27.42375 21.78782
H 17.40588 -28.61557 20.59173
H 14.93605 -28.00217 20.67520
H 16.55072 -25.71482 19.53336
H 15.03971 -26.27368 19.02207
H 16.39738 -27.32910 18.69979
H 15.04616 -27.01985 22.59891
H 14.29765 -26.13374 21.39517
C 13.03733 -19.53715 29.10718
O 13.32928 -19.60450 27.74990
H 13.68554 -20.27257 29.58371
H 12.97851 -18.55381 29.57375
H 12.11344 -20.05441 29.36597
H 14.28556 -19.60749 27.83429
C 3.34148 -27.72453 32.74739
O 2.81490 -27.04976 33.86662
H 3.57776 -27.11394 31.87592
H 4.13243 -28.38563 33.10156
H 2.72841 -28.57309 32.44374
H 2.65297 -27.80508 34.43660
C 3.97543 -26.22699 22.43851
O 4.15233 -25.59986 21.22737
H 3.29665 -27.07646 22.36272
H 4.89457 -26.45605 22.97780
H 3.43588 -25.56893 23.11965
H 4.90596 -26.07559 20.87056
C 7.09189 -22.71145 31.72979
O 7.28091 -21.48649 32.36175
H 8.02492 -23.18520 31.42463
H 6.52034 -23.23649 32.49514
H 6.44030 -22.43767 30.89999
H 7.25452 -21.62611 33.31118
*
```

Q: Which of them is the least stable? A: 2).